Density functional theory data (ωB97M-V/def2-TZVPD) for a cluster of 3 separate species, C33H63NO10 in total at a distorted geometry.

Last column: Löwdin charge in e.
Element x y z (Å)
C -1.49603 3.03084 2.04957  0.00
C -1.87484 3.70243 0.77723  -0.12
C -1.80218 3.07065 -0.73115  -0.25
N -2.57531 1.73632 -0.66086  -0.04
C -3.33151 1.46493 -1.93874  -0.22
C -4.83940 0.85647 -1.75443  -0.17
C -5.05502 -0.11622 -0.45508  -0.12
C -3.95225 -1.31565 -0.28485  -0.27
O -3.34308 -1.40159 0.92982  -0.05
O -3.59692 -2.33014 -1.28890  -0.02
C -0.23745 2.78725 -1.26601  -0.21
C 0.63994 4.11095 -0.86374  -0.11
O 1.30457 4.00666 0.47824  -0.22
C 2.66407 3.46854 0.35455  -0.25
C 3.85807 4.52162 0.82315  -0.10
O -0.38347 2.50587 -2.68037  -0.12
C 0.77700 2.00044 -3.37730  -0.29
C 1.73849 0.93641 -2.59861  -0.13
C 0.83616 -0.46248 -2.43442  -0.17
C 0.60094 -0.87131 -0.84298  -0.19
C 1.15090 -2.44353 -0.71962  -0.21
C 0.58133 -3.19767 0.61991  -0.21
C 1.23049 -2.65728 2.03250  -0.21
C 2.86306 -2.47343 2.00820  -0.20
C 3.17642 -0.88726 2.35285  -0.22
C 4.78002 -0.51356 2.34969  -0.22
C 5.27823 0.33918 1.04031  -0.26
C 4.59221 -0.12640 -0.37677  -0.14
C 1.73691 3.17531 -4.08495  -0.04
C 2.48134 2.45832 -5.36740  -0.27
O 1.84782 2.17928 -6.51686  -0.02
O 3.91718 2.05072 -5.23240  -0.02
H -0.71430 2.14076 1.98319  0.08
H -1.93108 3.32698 3.11137  0.07
H -2.22809 4.83867 0.85448  0.11
H -2.27858 3.83881 -1.47384  0.15
H -3.21195 1.87804 0.16748  0.09
H -3.40317 2.39556 -2.65691  0.13
H -2.69415 0.65374 -2.53901  0.12
H -5.04588 0.17861 -2.71430  0.09
H -5.60264 1.74432 -1.75076  0.12
H -6.11907 -0.63219 -0.54389  0.13
H -5.08958 0.55305 0.52081  0.13
H -2.95353 -1.87798 -1.90986  0.11
H 0.12943 1.90938 -0.58217  0.15
H -0.03574 5.09214 -0.77833  0.15
H 1.49862 4.39287 -1.60643  0.12
H 2.73436 2.56225 1.12868  0.12
H 2.94845 3.04686 -0.69779  0.10
H 3.37674 5.58239 0.98447  0.09
H 4.35127 4.16756 1.84102  0.08
H 4.71432 4.57751 0.02358  0.07
H 0.35610 1.40111 -4.32411  0.17
H 2.05992 1.23286 -1.51477  0.07
H 2.65982 0.61168 -3.28267  0.13
H -0.25644 -0.24042 -2.85808  0.11
H 1.28963 -1.34630 -3.07578  0.12
H -0.56802 -0.82297 -0.61270  0.11
H 1.12232 -0.14239 -0.08666  0.08
H 0.71654 -2.98789 -1.68755  0.11
H 2.31683 -2.37092 -0.79452  0.09
H -0.59266 -3.00313 0.63754  0.11
H 0.74343 -4.36429 0.43871  0.12
H 0.96683 -3.47704 2.85721  0.11
H 0.72600 -1.64882 2.41509  0.12
H 3.28191 -3.14488 2.89833  0.11
H 3.38892 -2.86659 1.03762  0.10
H 2.81082 -0.72952 3.47772  0.11
H 2.52331 -0.12989 1.71394  0.09
H 4.95397 0.18993 3.29260  0.11
H 5.47890 -1.45976 2.53576  0.12
H 6.45318 0.18024 0.91619  0.11
H 5.11990 1.47935 1.29760  0.09
H 4.97130 0.52516 -1.27809  0.07
H 3.41129 -0.00055 -0.28152  0.04
H 4.76820 -1.28680 -0.52919  0.09
H 1.14395 4.15009 -4.34495  0.14
H 2.59010 3.37921 -3.27542  0.11
H 4.17131 2.09901 -4.25201  0.10
C -8.79261 -3.10251 -4.12634  -0.07
C -8.12446 -2.65371 -5.41082  -0.23
O -7.34865 -1.45991 -5.19604  0.00
C -6.08244 -1.44216 -4.72294  -0.50
C -5.50836 -2.69641 -4.13211  0.01
O -5.43734 -0.39729 -4.71449  0.06
H -8.05908 -3.35465 -3.35576  0.07
H -9.42065 -3.97980 -4.30548  0.08
H -9.41512 -2.30021 -3.71885  0.09
H -7.51628 -3.43913 -5.87007  0.12
H -8.89579 -2.39303 -6.14355  0.12
H -5.63295 -2.66990 -3.04701  0.09
H -4.44175 -2.73657 -4.37442  0.10
H -5.94434 -3.61115 -4.52831  0.07
C 2.16067 -0.94235 8.63803  -0.07
C 1.79209 -1.72119 7.39092  -0.23
O 2.82774 -1.61747 6.39602  -0.01
C 3.93410 -2.39324 6.35601  -0.50
C 4.26733 -3.24787 7.54360  0.00
O 4.69085 -2.34620 5.39004  0.07
H 3.06797 -1.33397 9.10587  0.07
H 1.34952 -0.98253 9.37055  0.08
H 2.36035 0.10442 8.38978  0.09
H 1.55240 -2.76842 7.59957  0.12
H 0.89237 -1.28157 6.94703  0.13
H 4.98370 -2.71781 8.17566  0.10
H 4.71835 -4.17840 7.18486  0.10
H 3.40190 -3.53846 8.13555  0.07

Output
Orbital gap: 9.44 eV
Energy relative to the best compared isomer or geometry (same formula, charge and spin): 241.62 kcal per mole
Strongest force on any atom: 8.9 eV/A
SMILES: C=C[C@H](NCCCC(=O)O)[C@H](COCC)O[C@H](CCCCCCCCCCC)CC(=O)O.CCOC(C)=O.CCOC(C)=O
E_HOMO: -8.94 eV
Molecular weight: 633.9 g mol⁻¹
Electronic energy: -2101.80797 Eh

---

Density functional theory data (ωB97M-V/def2-TZVPD) for a structure of composition C33H37KO2P2 at a distorted geometry.

Last column: Löwdin charge in e.
Element x y z (Å)
K 1.99011 2.34708 -0.60188  0.75
O 1.68027 1.42624 -2.86111  -0.22
C 0.93647 2.31648 -3.39825  -0.74
O 0.99415 3.55871 -3.24731  -0.04
C -0.20633 1.76949 -4.23091  -0.15
C -0.15060 1.69855 -5.60944  -0.01
C -1.20957 1.05880 -6.29744  -0.07
C -2.32934 0.67213 -5.60314  -0.10
C -2.48993 0.96801 -4.24012  -0.08
C -1.35189 1.34558 -3.52330  -0.31
P -1.39539 1.30089 -1.70960  1.10
C -2.16168 -0.27248 -1.30887  -0.39
C -2.01367 -1.41337 -2.09768  -0.08
C -2.49080 -2.63142 -1.59908  -0.08
C -3.14589 -2.71572 -0.38245  -0.10
C -3.34707 -1.55892 0.34611  -0.09
C -2.72937 -0.38131 -0.03467  -0.12
C -2.61200 2.57726 -1.38715  -0.38
C -3.93550 2.40254 -0.94733  -0.09
C -4.69363 3.52582 -0.65253  -0.08
C -4.20062 4.81865 -0.92469  -0.09
C -2.94232 4.98143 -1.45710  -0.08
C -2.14870 3.85363 -1.67529  -0.09
H 0.70764 2.08949 -6.13947  0.12
H -1.14466 0.88796 -7.36042  0.10
H -3.11459 0.16831 -6.12558  0.09
H -3.46102 0.84912 -3.76009  0.11
H -1.52058 -1.35660 -3.05586  0.11
H -2.38487 -3.48776 -2.23676  0.10
H -3.55346 -3.66487 -0.05169  0.10
H -3.87750 -1.65936 1.29321  0.10
H -2.79012 0.50796 0.60504  0.10
H -4.37355 1.41533 -0.87526  0.10
H -5.68942 3.44034 -0.24444  0.10
H -4.80335 5.65801 -0.66785  0.09
H -2.56223 5.94084 -1.74440  0.10
H -1.18797 3.94862 -2.17070  0.09
C 4.94658 -0.54937 2.82332  -0.11
C 3.50639 -0.72249 3.25606  -0.70
C 3.28294 -2.05606 4.01450  -0.08
C 3.13772 0.41682 4.21753  -0.13
P 2.28435 -0.43534 1.79951  1.11
C 0.71165 -0.84042 2.55298  -0.40
C 0.16147 -2.12247 2.77905  -0.09
C -1.03156 -2.21489 3.47833  -0.08
C -1.73656 -1.08904 3.88063  -0.07
C -1.19579 0.18227 3.59829  -0.08
C -0.00544 0.31166 2.92106  -0.13
C 2.57104 -1.65928 0.35209  -0.67
C 3.64576 -0.91688 -0.52290  -0.10
C 3.16994 -2.99124 0.81731  -0.11
C 1.28074 -1.91382 -0.40851  -0.08
H 5.59239 -0.77960 3.69682  0.09
H 5.15993 0.48634 2.51376  0.09
H 5.24612 -1.24853 2.03619  0.06
H 3.86469 -2.03098 4.95565  0.09
H 3.62131 -2.91620 3.41453  0.06
H 2.20843 -2.20678 4.29545  0.08
H 3.84250 0.36294 5.09734  0.10
H 2.11865 0.32023 4.60588  0.07
H 3.25186 1.43120 3.76910  0.08
H 0.72919 -3.00129 2.46209  0.10
H -1.41077 -3.19403 3.72734  0.10
H -2.66955 -1.17989 4.39093  0.10
H -1.70540 1.06600 3.93494  0.10
H 0.44539 1.29958 2.72204  0.10
H 4.16131 -0.15146 0.06048  0.04
H 3.23397 -0.44288 -1.42829  0.07
H 4.41100 -1.63598 -0.83392  0.08
H 4.10886 -2.82731 1.36182  0.06
H 3.35957 -3.68102 -0.04505  0.10
H 2.46543 -3.47919 1.51145  0.06
H 1.06450 -1.09076 -1.12372  0.08
H 0.43348 -2.03544 0.26307  0.06
H 1.44690 -2.84988 -0.96960  0.10

Output
Orbital gap: 7.55 eV
Strongest force on any atom: 1.6 eV/A
E_HOMO: -7.69 eV
Molecular weight: 566.7 g mol⁻¹
Electronic energy: -2712.84124 Eh

---

Density functional theory data (ωB97M-V/def2-TZVPD) for a cluster of 2 separate species, C2H8NS in total at a distorted geometry.

Last column: Mulliken spin population.
Element x y z (Å)
S 3.14925 1.58588 -1.19258  0.04
H 3.89780 0.48524 -1.43863  0.00
C -1.67474 -0.84266 0.48306  3.71
C -0.25756 -0.17434 0.54295  -0.09
N 0.01605 0.51957 -0.73220  -0.16
H -2.31559 -0.33962 -0.25417  -0.84
H -2.26305 -0.87499 1.43765  -0.95
H -1.51585 -1.93604 0.34761  -0.42
H 0.46175 -0.97569 0.71264  -0.25
H -0.24362 0.48290 1.44211  -0.15
H 1.05322 0.58992 -0.64840  0.10
H -0.30765 1.47984 -0.70004  0.02

Output
Orbital gap (alpha / beta): 2.52 / 7.07 eV
Energy relative to the best compared isomer or geometry (same formula, charge and spin): 9.56 kcal per mole
Strongest force on any atom: 2.3 eV/A
Expectation value of S²: 0.7508
2S+1: 2
E_HOMO (alpha / beta): 4.15 / -0.44 eV
Molecular weight: 78.2 g mol⁻¹
Electronic energy: -533.80237 Eh
Charge: -2

---

Density functional theory data (ωB97M-V/def2-TZVPD) for an isolated molecule of C2H5O3P at a distorted geometry.

Last column: Löwdin charge in e.
Element x y z (Å)
O -1.11776 2.03106 -1.52777  -0.31
P -0.93223 1.30765 -0.25766  0.75
O 0.54134 1.08642 0.28070  -0.27
C 1.02279 -0.27231 0.58025  -0.14
C 0.02982 -1.20138 -0.21198  -0.29
O -1.28180 -0.68896 -0.23958  -0.26
H -1.60674 1.88802 0.74089  0.04
H 1.06497 -0.32643 1.68427  0.13
H 1.98118 -0.37797 0.06113  0.12
H 0.43376 -1.27893 -1.32415  0.15
H -0.13533 -2.16718 0.21389  0.10

Output
Orbital gap: 11.21 eV
Energy relative to the best compared isomer or geometry (same formula, charge and spin): 27.30 kcal per mole
Strongest force on any atom: 4.9 eV/A
SMILES: O=[PH]1OCCO1
E_HOMO: -10.40 eV
Molecular weight: 108.0 g mol⁻¹
Electronic energy: -646.27867 Eh

---

Density functional theory data (ωB97M-V/def2-TZVPD) for a cluster of 2 separate species, C3H12NO in total at a distorted geometry.

Last column: Löwdin charge in e.
Element x y z (Å)
C 1.32857 -0.54696 2.13258  0.00
N 1.96692 -0.93233 0.80145  0.15
H 0.35609 -0.07033 2.10585  0.09
H 1.27363 -1.41764 2.78414  0.10
H 2.09064 0.09132 2.57865  0.10
H 2.77312 -0.34138 0.69698  0.16
H 1.21363 -0.56403 0.15832  0.10
H 1.92350 -1.90682 0.51155  0.17
C -1.29585 1.00547 -0.69463  -0.26
O -0.00356 0.35257 -0.67213  -0.12
C -2.22541 0.26642 -1.65109  -0.08
H -1.70169 0.94227 0.32869  0.12
H -1.25241 2.07290 -0.88493  0.12
H 0.32284 0.64993 -1.52881  0.11
H -3.19389 0.63108 -1.99581  0.08
H -1.76683 -0.09796 -2.57260  0.08
H -2.56765 -0.64354 -1.13303  0.08

Output
Orbital gap: 11.47 eV
Energy relative to the best compared isomer or geometry (same formula, charge and spin): 35.83 kcal per mole
Strongest force on any atom: 3.9 eV/A
E_HOMO: -14.95 eV
Molecular weight: 78.1 g mol⁻¹
Electronic energy: -251.21326 Eh
Charge: +1

---

Density functional theory data (ωB97M-V/def2-TZVPD) for a cluster of 20 separate species, H39O20 in total at a distorted geometry.

Last column: Löwdin charge in e.
Element x y z (Å)
O -0.01898 1.77342 -0.56768  -0.18
H 2.50311 -0.68491 -3.56995  -0.01
O 1.11776 0.76038 1.85265  -0.04
H 1.79424 1.42898 1.99203  0.02
H 1.05961 0.65582 0.89929  0.00
O -1.49977 -0.93053 4.16037  -0.07
H -0.73657 -0.84619 -2.38110  0.02
H -1.94851 -0.29029 3.59627  0.03
O 3.98857 2.06266 3.17360  -0.06
H 3.17712 1.70706 3.58897  0.05
H -0.04268 -3.62495 0.14637  0.01
O 0.08662 -4.45408 0.61740  -0.06
H 0.66776 1.74898 -1.25933  0.04
H -1.01627 -1.48590 3.52717  0.01
O -2.84070 1.17900 5.00201  -0.05
H 0.23634 0.68385 -0.44882  0.02
H 4.41774 1.20189 3.06117  0.05
O -0.65520 1.62327 -4.54385  -0.07
H -1.56173 1.92581 -4.63959  0.01
H -0.66970 0.69266 -4.27361  0.00
O -2.75353 3.33285 -1.24718  -0.06
H -2.30380 1.27707 5.78623  0.04
H -3.82118 2.22993 -2.40914  0.02
O -2.82228 -2.62893 -1.45872  -0.06
H -2.81321 -3.48518 -1.88424  0.04
H -2.56992 -2.60589 -0.52422  0.00
O -2.19781 -1.50042 0.88980  -0.07
H -2.96515 -1.04834 1.25686  0.07
H -1.48368 -1.56570 1.58333  0.01
O 0.23150 -0.72167 -0.39160  -0.30
H 1.13908 -1.26528 3.89276  -0.02
H -0.66003 -1.08389 -0.31662  -0.02
O 2.79025 0.21039 -3.30320  -0.08
H 3.71666 2.73110 0.86259  0.03
H -3.26392 0.34795 4.80983  0.02
O 1.35195 -1.25115 4.83362  -0.06
H 0.48492 -1.34220 5.24613  0.02
H -2.00854 2.77136 -0.98396  0.02
O -1.20025 -1.05046 -3.21005  -0.06
H -2.61722 4.26486 -1.41584  0.05
H -2.12673 -1.18404 -2.95835  0.03
O 2.15352 -2.10976 -1.63436  -0.09
H 1.99726 -1.58942 -0.82291  0.03
H 2.25420 -2.87774 -1.03373  0.06
O 0.07562 -1.54804 2.03498  -0.19
H 0.69533 -1.02918 2.54511  -0.01
H 0.44670 -4.24579 1.48464  0.03
O 3.32633 2.76073 -0.04713  -0.07
H 0.38633 -1.27763 1.01090  0.06
H 3.38856 1.89809 -0.47039  0.03
O -3.63869 1.44177 -2.98327  -0.11
H -2.68046 1.43695 -2.77211  0.01
H 3.45089 0.33377 -4.01164  0.04
O 1.74607 -2.48074 -4.16202  -0.07
H 1.06573 -2.76813 -3.54581  0.03
H 2.57351 -2.54099 -3.67793  0.01
O -0.12039 4.47364 -0.21032  -0.08
H 0.10089 3.53292 -0.22052  -0.02
H 0.61270 5.03028 -0.47484  0.02

Output
Orbital gap: 9.38 eV
Energy relative to the best compared isomer or geometry (same formula, charge and spin): 90.52 kcal per mole
Strongest force on any atom: 2.9 eV/A
E_HOMO: -7.19 eV
Molecular weight: 359.3 g mol⁻¹
Electronic energy: -1528.21606 Eh
Charge: -1